Record 1
45
Properties=species:S:1:pos:R:3 method="wB97M-V/def2-TZVPD" relative_energy_kj_mol=31.6 lumo_energy_ev=0.704 gap_ev=9.9 fmax_ev_per_a=0.47 total_charge=0 spin_multiplicity=1 smiles="C[C@@H]1C[C@H](C)CN(C(=O)CCNC(=O)c2ccccc2Cl)C1"
Cl -1.993 -1.236 -0.709
O -0.026 0.165 1.767
O -3.532 2.412 -0.828
N 1.416 -0.069 0.057
N -2.326 1.444 0.826
C -1.264 2.421 0.847
C -0.034 1.893 0.100
C -4.181 0.244 -0.080
C 0.449 0.591 0.725
C 4.137 0.467 -2.492
C -5.546 0.380 0.146
C 1.995 0.374 -1.194
C 4.093 -0.387 -0.114
C 3.605 -0.877 2.308
C 1.870 -1.355 0.541
C -4.503 -2.134 -0.370
C -3.675 -1.023 -0.350
C -5.855 -1.981 -0.116
C 3.346 -0.309 -1.445
C 3.372 -1.324 0.868
C -6.378 -0.724 0.137
C -3.313 1.472 -0.090
H 4.144 0.618 0.313
H -6.499 -2.847 -0.127
H -7.434 -0.604 0.323
H 1.287 -1.589 1.433
H -2.123 0.600 1.344
H 5.068 -0.046 -2.720
H 3.760 -2.341 0.747
H 3.191 -1.602 3.005
H 0.763 2.639 0.137
H 3.183 -1.324 -1.820
H -1.637 3.327 0.366
H -5.939 1.369 0.328
H 1.308 0.168 -2.026
H 2.160 1.455 -1.151
H 5.116 -0.730 -0.275
H 4.377 1.465 -2.131
H -1.005 2.628 1.888
H 3.564 0.562 -3.412
H -4.089 -3.106 -0.586
H 4.669 -0.774 2.509
H -0.298 1.718 -0.945
H 3.121 0.081 2.486
H 1.656 -2.112 -0.222

=====

Record 2
10
Properties=species:S:1:pos:R:3 method="wB97M-V/def2-TZVPD" relative_energy_kj_mol=372.1 lumo_energy_ev=-5.452 gap_ev=11.6 fmax_ev_per_a=3.09 total_charge=+1 spin_multiplicity=1 smiles=N#[N+]C1CC1
N 0.914 2.251 1.118
N 0.627 1.206 0.959
C -0.856 -0.593 0.009
C 0.185 -0.235 -0.987
C 0.471 -0.100 0.566
H 0.878 -0.820 1.231
H -0.173 0.748 -1.594
H 0.781 -0.838 -1.740
H -1.796 0.016 0.048
H -1.030 -1.636 0.390